(1)
Below is a structure of composition C43H44BrF4N3PPdSi, with properties calculated with ωB97M-V/def2-TZVPD.

charge	+3
ΔE to the lowest compared entry with this formula, charge and spin	0.00	kJ/mol
maximum force	0.2	eV/Å
gap between HOMO and LUMO	7.372	eV

Last column: Mulliken charge in e.
CARTESIAN COORDINATES (ANGSTROEM)
Pd1 0.20360 1.23410 -0.76000  0.2818
F1 -5.34165 -2.68562 0.48875  -0.2502
C1 -4.60222 -1.61882 0.27763  0.5621
C2 -5.07934 -0.35783 0.59517  0.2438
F2 -6.28202 -0.22107 1.10672  -0.2448
C3 -4.27945 0.75771 0.37461  0.2571
F3 -4.78327 1.94356 0.69156  -0.3816
C4 -3.00079 0.65406 -0.15244  -0.2940
P1 -1.92899 2.10292 -0.48868  0.8701
C5 -2.12639 3.20282 0.91753  1.4749
C6 -1.86886 2.69913 2.19351  -0.8586
C7 -2.00165 3.52211 3.29903  -0.8569
C8 -2.38486 4.85006 3.13353  -0.5792
C9 -2.62183 5.35493 1.86344  -0.9236
C10 -2.48708 4.53573 0.74921  -0.5661
C11 -2.56115 2.88322 -1.97788  0.6519
C12 -3.87782 3.34846 -2.05886  0.0005
C13 -4.32968 3.92952 -3.23043  -0.8800
C14 -3.47726 4.05328 -4.32205  -0.5391
C15 -2.17030 3.59540 -4.24580  -0.8071
C16 -1.71083 3.00906 -3.07613  -0.5721
C17 -2.55805 -0.63087 -0.45477  0.2364
Br1 -0.81698 -0.91029 -1.19701  -0.0532
C18 -3.32663 -1.75299 -0.25478  0.3363
F4 -2.85645 -2.96412 -0.54765  -0.2915
H1 -1.57966 1.66112 2.32641  0.4537
H2 -1.82327 3.12922 4.29118  0.4985
H3 -2.50490 5.48772 3.99932  0.4532
H4 -2.92569 6.38607 1.73661  0.4901
H5 -2.68434 4.93279 -0.23853  0.4828
H6 -4.54634 3.26706 -1.21237  0.5192
H7 -5.34768 4.28916 -3.29324  0.4507
H8 -3.83670 4.50960 -5.23461  0.4345
H9 -1.50937 3.69398 -5.09603  0.4551
H10 -0.68750 2.65605 -3.01931  0.4442
C19 2.18034 0.47778 -1.01732  -0.9853
Si1 2.51923 -0.82081 0.16850  -0.2628
C20 1.51863 -6.49949 -0.07650  0.0462
N1 0.51673 -7.16854 -0.47064  0.2300
C21 0.48238 -7.86513 -1.77446  -0.5782
C22 0.50586 -9.38960 -1.53922  -0.5255
C23 0.05699 -9.74537 -0.11985  -0.6872
C24 -1.11992 -8.86663 0.29029  -0.5832
C25 -0.68114 -7.39548 0.37582  -0.5995
C26 3.16679 -2.42565 -0.41260  0.9823
C27 2.93859 -2.82178 -1.73864  -0.5097
C28 3.55813 -3.94688 -2.25479  -0.6114
C29 4.43906 -4.67493 -1.45947  -0.7091
C30 4.68051 -4.29396 -0.14557  -0.7591
C31 4.04497 -3.18000 0.37988  -0.3055
C32 2.20751 -0.55004 1.93341  0.5724
C33 1.93485 0.75829 2.36924  -0.2576
C34 1.71256 1.01885 3.70915  -0.7113
C35 1.74793 -0.02196 4.63067  -0.4666
C36 1.99985 -1.32536 4.21585  -0.8540
C37 2.23006 -1.58736 2.87732  0.0209
H11 2.35563 0.16702 -2.04688  0.5765
H12 2.79609 1.35940 -0.81493  0.4914
H13 1.52989 -6.07491 0.92020  0.2295
H14 2.38482 -6.37903 -0.71715  0.1326
H15 1.32522 -7.51452 -2.36479  0.2784
H16 -0.44093 -7.54606 -2.25980  0.3311
H17 1.50146 -9.78222 -1.73942  0.3227
H18 -0.17024 -9.84189 -2.26417  0.3266
H19 0.88115 -9.61351 0.58763  0.2733
H20 -0.21756 -10.79681 -0.07409  0.3990
H21 -1.51343 -9.16084 1.26174  0.3833
H22 -1.93486 -8.97325 -0.42636  0.3559
H23 -0.41651 -7.10055 1.38920  0.4279
H24 -1.44963 -6.71752 -0.00020  0.2284
H25 2.29882 -2.23503 -2.38761  0.3170
H26 3.39240 -4.22997 -3.28574  0.4850
H27 4.96456 -5.52498 -1.87627  0.4690
H28 5.39008 -4.84353 0.45887  0.4480
H29 4.27917 -2.87122 1.39127  0.5878
H30 1.90985 1.57514 1.65651  0.3036
H31 1.52060 2.03026 4.04208  0.5068
H32 1.57927 0.18292 5.67972  0.4369
H33 2.02287 -2.12820 4.94002  0.4240
H34 2.41995 -2.60590 2.56337  0.4107
N2 0.94021 3.06264 -0.39512  -0.4538
C38 1.28456 4.13897 -0.13552  0.1389
N3 1.67240 5.33273 0.15192  0.0262
C39 2.70085 6.03440 -0.65323  -0.7532
C40 2.08640 7.26409 -1.30274  -0.5496
C41 1.39908 8.14790 -0.26360  -0.8879
C42 0.34577 7.36390 0.51647  -0.3273
C43 0.95872 6.13717 1.17061  -0.3849
H35 3.09881 5.33367 -1.38533  0.4300
H36 3.50630 6.31204 0.03062  0.3405
H37 1.36562 6.94732 -2.06168  0.2779
H38 2.87410 7.81522 -1.81725  0.3689
H39 0.94076 9.00745 -0.75093  0.3538
H40 2.14553 8.54399 0.43177  0.3638
H41 -0.46149 7.04833 -0.15443  0.1846
H42 -0.10101 7.98647 1.29327  0.3962
H43 0.21348 5.50055 1.64376  0.1155
H44 1.69669 6.42518 1.92352  0.2701


(2)
Below is a cluster of 2 separate species, C43H44Cl2NOSi in total, with properties calculated with ωB97M-V/def2-TZVPD.

charge	+1
ΔE to the lowest compared entry with this formula, charge and spin	27.72	kJ/mol
maximum force	2.3	eV/Å
gap between HOMO and LUMO	3.713	eV

Last column: Mulliken charge in e.
CARTESIAN COORDINATES (ANGSTROEM)
Cl1 -6.17094 1.43234 3.36205  -0.1484
C1 -4.74854 0.50199 3.16537  0.4811
C2 -4.83249 -0.90290 3.10378  -0.9763
C3 -3.67403 -1.65821 2.93529  -0.1173
C4 -2.40015 -1.03536 2.91632  0.1346
C5 -1.19413 -1.82613 2.97224  -0.6215
C6 0.04954 -1.18360 2.69649  0.6131
C7 1.24629 -1.51460 3.29834  -0.5085
C8 2.41056 -0.65759 3.31058  0.1938
C9 3.69670 -1.16211 3.63538  -0.0202
C10 4.82427 -0.35119 3.61279  -1.0107
C11 4.68177 1.01683 3.32084  0.4533
Cl2 6.06527 2.01637 3.25128  -0.1638
C12 3.41428 1.56074 3.06833  -0.9919
C13 2.29762 0.72956 3.03884  -0.2462
C14 -2.34831 0.38713 2.90992  -0.0668
C15 -3.50652 1.14259 3.05702  -1.0264
H1 -5.80074 -1.37993 3.17661  0.4466
H2 -3.72204 -2.74730 2.86928  0.4114
H3 -1.21320 -2.76968 3.50995  0.5658
H4 0.02873 -0.39072 1.92681  0.6046
H5 1.31460 -2.46733 3.82276  0.4875
H6 3.80329 -2.21575 3.89778  0.4686
H7 5.81276 -0.75480 3.79566  0.4369
H8 3.31952 2.62620 2.86608  0.4241
H9 1.30690 1.14669 2.85291  0.4191
H10 -1.38620 0.90256 2.89253  0.4197
H11 -3.43673 2.22793 3.07801  0.4159
C16 3.74584 -6.57869 -3.89038  -1.1416
Si1 4.19853 -5.88556 -2.23191  0.3884
C17 4.90713 -7.10148 -1.03371  -0.9148
C18 5.42620 -4.50980 -2.52642  -1.2249
O1 2.81382 -5.27884 -1.57605  -0.3936
C19 1.77972 -5.57531 -0.65797  2.7939
C20 1.32346 -7.02991 -0.88264  -0.5142
C21 1.82820 -8.06251 -0.08417  -0.3485
C22 1.49121 -9.39259 -0.36947  -0.8821
C23 0.65961 -9.69347 -1.44975  -0.6360
C24 0.18855 -8.66477 -2.26781  -0.8648
C25 0.57635 -7.34296 -2.02361  -0.2476
C26 2.25110 -5.25805 0.77537  0.0250
C27 3.38091 -4.46691 1.01028  -0.0206
C28 3.83331 -4.27971 2.32053  -0.7548
C29 3.08468 -4.75076 3.40152  -0.9974
C30 1.88198 -5.41786 3.16799  -1.3859
C31 1.51650 -5.73963 1.86226  0.2322
C32 0.67628 -4.54965 -1.02495  -0.9424
C33 1.20477 -3.09489 -1.14526  -1.3843
C34 0.61675 -2.35205 0.02341  -0.4195
C35 -0.61224 -3.14713 0.44601  -0.0707
N1 -0.41555 -4.46127 -0.07453  0.1598
C36 -1.25349 -5.43856 0.32356  -0.5250
C37 -2.49432 -5.21755 0.87764  -0.6712
C38 -3.51994 -6.21844 0.63077  0.4540
C39 -4.56010 -6.57440 1.53709  -0.5523
C40 -5.34391 -7.71573 1.32177  -0.5433
C41 -5.19410 -8.48293 0.15053  -0.4100
C42 -4.23545 -8.09453 -0.79638  -0.6484
C43 -3.44333 -6.97002 -0.57963  -0.1529
H12 4.66498 -6.89529 -4.40567  0.3906
H13 3.08093 -7.44653 -3.79951  0.2686
H14 3.24850 -5.81933 -4.51177  0.3003
H15 5.94366 -7.30545 -1.34705  0.5094
H16 4.92110 -6.69032 -0.01307  0.2363
H17 4.33580 -8.04004 -1.03135  0.3025
H18 6.28157 -4.92933 -3.07632  0.4231
H19 5.00279 -3.69971 -3.13621  0.3322
H20 5.81153 -4.08808 -1.58893  0.3051
H21 2.49840 -7.83174 0.74816  0.5655
H22 1.87068 -10.16347 0.30187  0.4388
H23 0.37324 -10.73042 -1.62943  0.4189
H24 -0.48262 -8.88991 -3.10036  0.4959
H25 0.31273 -6.56102 -2.74244  0.3745
H26 3.96847 -4.03466 0.19038  0.1965
H27 4.76234 -3.72518 2.48255  0.6496
H28 3.43315 -4.59941 4.42501  0.4347
H29 1.24055 -5.71232 4.00221  0.4950
H30 0.65116 -6.37894 1.68162  0.5043
H31 0.29660 -4.82175 -2.01857  1.1373
H32 2.29413 -3.04097 -1.17928  0.3857
H33 0.81838 -2.67037 -2.07945  0.3616
H34 1.31553 -2.36930 0.86380  -0.2622
H35 0.35426 -1.30797 -0.15897  0.5446
H36 -0.68703 -3.20444 1.54044  -0.3908
H37 -1.55642 -2.69441 0.11186  0.4373
H38 -0.88482 -6.46016 0.18164  0.8938
H39 -2.73882 -4.32258 1.44885  -0.0320
H40 -4.68763 -5.97515 2.43935  0.3143
H41 -6.08516 -8.02628 2.05838  0.3613
H42 -5.79928 -9.37763 -0.02842  0.3684
H43 -4.10343 -8.66915 -1.72178  0.3496
H44 -2.71827 -6.68394 -1.35520  0.4048


(3)
Below is a structure of composition C43H44GeIrN3O2Se, with properties calculated with ωB97M-V/def2-TZVPD.

charge	0
ΔE to the lowest compared entry with this formula, charge and spin	36.39	kJ/mol
maximum force	0.6	eV/Å
gap between HOMO and LUMO	7.267	eV

Last column: Mulliken charge in e.
CARTESIAN COORDINATES (ANGSTROEM)
Ir1 0.36238 0.26083 -0.04105  3.2257
C1 -2.47942 0.85483 -1.06439  -1.2673
N1 -1.75412 -0.04368 -0.12875  1.2255
C2 -2.36144 0.13850 1.21413  -1.0453
C3 -1.93806 -1.45722 -0.55153  0.9363
C4 -3.20445 -1.95970 -0.80087  -0.5058
C5 -3.37287 -3.27701 -1.20067  -1.0369
C6 -2.26044 -4.08506 -1.36352  -0.8012
C7 -0.99032 -3.59767 -1.11503  -0.4247
C8 -0.80385 -2.27858 -0.68651  -0.4321
N2 0.42395 -1.70432 -0.41962  0.2670
C9 1.45520 -2.28313 0.29379  0.9682
C10 1.48737 -3.57050 0.83633  -1.2336
C11 2.56276 -3.97590 1.61682  -0.7366
C12 3.62046 -3.12970 1.88560  -1.0985
C13 3.60416 -1.83756 1.36400  -0.3523
C14 2.54078 -1.42165 0.59851  0.3312
N3 2.47149 -0.08577 -0.02541  0.3376
C15 3.28463 0.94173 0.63883  -1.6415
C16 3.03093 -0.26958 -1.39779  -1.4229
H1 -3.55495 0.70792 -0.96135  0.5395
H2 -2.16957 0.62193 -2.07536  -0.1016
H3 -2.22844 1.88750 -0.83070  0.2801
H4 -3.43749 -0.03660 1.16338  0.5246
H5 -2.17755 1.16167 1.52689  -0.0835
H6 -1.90615 -0.55728 1.91451  0.2499
H7 -4.07345 -1.32741 -0.68213  0.3488
H8 -4.36463 -3.66197 -1.39467  0.4226
H9 -2.38189 -5.10601 -1.70265  0.3934
H10 -0.12598 -4.22390 -1.28015  0.7125
H11 0.65762 -4.24233 0.68463  0.5497
H12 2.55650 -4.97417 2.03651  0.3935
H13 4.44786 -3.45673 2.49981  0.4067
H14 4.42073 -1.16094 1.57551  0.3864
H15 4.34978 0.74479 0.49755  0.6099
H16 3.06305 0.95109 1.70621  0.3824
H17 3.02823 1.89718 0.18905  0.2339
H18 4.05233 -0.64741 -1.30691  0.3676
H19 3.02316 0.69148 -1.89835  0.3948
H20 2.41339 -0.97622 -1.94650  0.4586
O1 0.41776 0.15085 2.26477  -0.7265
C17 0.44172 1.40918 2.24692  0.6455
O2 0.33661 2.03469 1.13934  -1.2586
C18 0.67960 2.21200 3.49717  -1.1441
C19 0.04288 3.60332 3.56739  -1.2431
Ge1 -0.20295 4.74376 1.97013  1.8664
C20 -1.81781 4.21559 0.99200  1.2420
C21 -2.89294 3.63966 1.66532  -0.6269
C22 -4.09897 3.38826 1.02133  -0.6842
C23 -4.24328 3.69615 -0.32215  -0.5804
C24 -3.18016 4.26306 -1.01287  -0.6561
C25 -1.98681 4.52888 -0.35729  -0.4647
C26 1.39139 5.02073 0.88539  0.3264
C27 1.37020 5.92634 -0.17567  -0.1352
C28 2.50806 6.17724 -0.92847  -0.9859
C29 3.70168 5.54552 -0.61198  -0.6000
C30 3.74896 4.66842 0.46097  -0.4935
C31 2.60035 4.40689 1.19541  -0.5100
C32 -0.64337 6.51788 2.70129  -0.0663
C33 0.27071 7.56873 2.70158  -0.2832
C34 -0.04821 8.79638 3.26813  -0.6845
C35 -1.29151 8.99134 3.85035  -0.5276
C36 -2.21469 7.95458 3.86126  -0.7253
C37 -1.89046 6.73288 3.28973  -0.4202
H21 1.76947 2.31416 3.55241  0.2606
H22 0.39750 1.59336 4.34972  0.4434
H23 0.61871 4.22087 4.26002  0.4719
H24 -0.95420 3.53336 4.00995  0.5264
H25 -2.80351 3.37918 2.71486  0.2053
H26 -4.92216 2.94694 1.56993  0.4297
H27 -5.17900 3.49844 -0.82989  0.4295
H28 -3.28193 4.50231 -2.06401  0.4210
H29 -1.17098 4.96534 -0.92066  -0.0497
H30 0.45767 6.45909 -0.42000  0.5077
H31 2.46385 6.87188 -1.75754  0.4215
H32 4.59284 5.74247 -1.19388  0.3898
H33 4.68146 4.18252 0.72223  0.4184
H34 2.65122 3.71086 2.02403  0.1744
H35 1.24874 7.43536 2.25223  0.3090
H36 0.67685 9.60057 3.25344  0.3947
H37 -1.54243 9.94772 4.29116  0.3781
H38 -3.18947 8.10041 4.30975  0.4177
H39 -2.63484 5.94324 3.28867  0.2296
Se1 0.51758 1.79061 -1.96047  -0.7122
C38 0.50194 0.94149 -3.69817  0.6791
C39 -0.69568 0.61554 -4.33120  -0.3989
C40 -0.70475 0.03766 -5.59187  -0.8224
C41 0.48792 -0.20760 -6.25640  -0.4191
C42 1.68550 0.15346 -5.65784  -0.7579
C43 1.69008 0.72660 -4.39419  -0.4111
H40 -1.63571 0.84443 -3.84906  0.4545
H41 -1.64891 -0.20981 -6.06061  0.3993
H42 0.48293 -0.65838 -7.24026  0.3716
H43 2.62230 -0.00459 -6.17727  0.3861
H44 2.63115 1.03301 -3.95855  0.4248


In eV, the LUMO level values for the records above are, in order, -8.259; -5.525; 0.442.
In hartree, the DFT total energy values for the records above are, in order, -5560.55040; -3004.58309; -6562.43705.